{"formula": "C54H52N6O2P2PtSi", "method": "ωB97M-V with the def2-TZVPD basis set", "species": ["H", "H", "C", "H", "C", "C", "C", "H", "H", "N", "C", "C", "H", "C", "H", "C", "C", "H", "C", "C", "H", "H", "C", "H", "N", "H", "H", "C", "H", "H", "P", "H", "C", "C", "H", "H", "H", "C", "H", "C", "H", "C", "H", "C", "H", "N", "C", "H", "H", "C", "C", "N", "C", "C", "C", "C", "C", "C", "C", "C", "C", "N", "H", "Si", "H", "C", "H", "O", "C", "H", "H", "H", "H", "C", "C", "H", "C", "C", "C", "H", "C", "C", "O", "H", "C", "H", "H", "P", "C", "C", "H", "H", "C", "H", "C", "H", "H", "H", "H", "H", "C", "C", "N", "C", "C", "C", "H", "C", "H", "H", "C", "H", "H", "C", "H", "C", "H", "Pt"], "positions_angstrom": [[0.302, -4.163, -0.566], [-4.820, -3.579, 3.771], [-2.572, -1.666, 2.262], [-1.060, -4.699, 1.971], [-5.582, 0.559, 1.472], [-6.705, 0.049, 0.572], [-2.850, -2.960, -0.660], [-7.191, 0.827, 0.013], [2.255, -4.046, -4.054], [3.757, -2.712, -4.366], [2.811, -3.019, -1.309], [2.364, -3.013, -3.847], [-0.431, -0.688, -2.382], [2.525, -2.245, -0.332], [1.511, 1.814, 4.875], [-3.146, 1.510, 0.649], [0.957, -2.182, 3.150], [3.268, 0.047, -5.264], [0.523, 6.144, -0.556], [-6.239, 1.456, 2.631], [0.866, 1.282, 2.671], [8.178, -1.666, -4.542], [-2.209, -4.675, -2.260], [-0.310, -5.412, -2.248], [4.584, -3.874, -4.056], [-6.114, 2.660, -0.745], [3.778, 1.414, -1.863], [0.555, -0.692, -3.123], [1.099, 4.449, -3.328], [-4.166, -4.056, -1.991], [-0.990, -1.802, 1.221], [4.985, 1.223, -0.511], [1.255, -2.754, 4.387], [0.036, 5.065, 0.257], [2.940, -0.708, 2.506], [3.619, -3.897, -1.481], [-2.397, 3.530, 5.367], [0.798, 3.499, -1.397], [-0.194, 2.527, 6.268], [4.304, -0.349, -5.065], [-3.455, -2.300, -0.299], [-4.409, 3.698, -0.623], [-2.745, -5.282, -3.190], [-3.250, -3.942, -1.582], [0.403, -1.220, -4.214], [5.778, -3.617, -4.133], [0.044, -2.835, 2.343], [-5.027, 4.433, -1.060], [-6.241, -0.665, -0.007], [-0.579, -3.710, -0.731], [-2.337, 2.362, 0.193], [2.073, 2.020, -3.511], [-0.426, -4.094, 2.694], [-5.264, 2.563, -0.075], [-5.443, -1.593, 2.905], [-4.749, -0.574, 2.089], [3.514, 0.187, 1.969], [1.480, -1.439, -2.026], [-4.584, -2.638, 3.306], [-1.719, 3.000, 3.267], [0.118, 3.827, -0.116], [2.046, -2.568, -2.409], [-5.955, 2.364, 2.666], [2.871, 1.024, 0.452], [1.200, -1.075, 2.866], [4.614, -1.708, -4.653], [1.218, -4.591, 5.686], [-2.697, 0.314, 1.223], [-0.959, -4.615, -1.795], [0.751, 0.303, -3.518], [-7.405, 1.643, 2.443], [1.716, -2.251, -4.520], [-6.277, 1.213, 3.748], [-1.546, -2.805, -0.250], [0.568, 2.221, 4.408], [-6.433, -1.619, 2.841], [0.239, -4.741, 3.777], [5.437, 0.531, -4.918], [6.739, -0.002, -4.739], [-0.247, -5.666, 3.901], [2.502, 2.811, -4.271], [-2.942, 3.495, -0.471], [2.815, 3.666, -5.037], [4.296, 2.991, 0.874], [-0.513, 2.690, 5.233], [-2.399, -3.496, 3.660], [1.229, 2.550, -1.604], [-0.608, 2.301, 0.706], [-3.504, -0.686, 1.859], [3.150, 2.924, 0.751], [2.964, 3.444, 1.742], [4.467, 0.161, 1.453], [-0.662, 2.596, 2.590], [-7.486, -0.533, 1.296], [5.870, -2.173, -4.525], [-2.265, 4.281, -0.674], [0.323, 7.100, -0.177], [7.529, 0.851, -4.721], [5.303, 1.625, -5.277], [1.743, -2.276, 5.164], [-3.199, -2.676, 3.054], [0.418, 2.124, 3.194], [1.648, -1.274, -0.757], [0.910, 4.508, -2.317], [7.016, -1.375, -4.589], [-4.650, 1.585, 0.677], [2.969, -1.819, 0.447], [4.106, 0.841, -0.972], [3.508, 1.100, 2.427], [4.257, -0.216, -1.270], [-1.577, 3.318, 4.645], [-0.601, 5.206, 1.076], [1.359, 6.673, -2.414], [0.913, 5.855, -1.834], [-2.701, 2.971, 2.688], [0.966, -4.069, 4.718], [2.823, 3.319, -0.102], [0.674, 0.258, 0.252]], "lumo_ev": [-0.359, -2.257], "orbital_gap_ev": [4.695, 4.972], "s_squared": 2.007, "charge": 0, "spin_multiplicity": 3}


{"formula": "C2H5N5O", "method": "ωB97M-V with the def2-TZVPD basis set", "species": ["H", "N", "N", "N", "C", "N", "N", "O", "C", "H", "H", "H", "H"], "positions_angstrom": [[0.238, -1.327, -2.748], [1.076, 1.587, -0.034], [0.020, -0.242, 0.080], [0.855, 1.940, 1.171], [-0.175, 1.466, 1.768], [-0.466, -0.924, -0.964], [0.248, -1.702, -1.853], [-1.709, -0.526, 1.560], [-0.745, 0.130, 1.166], [-0.639, 1.786, 2.650], [0.717, -2.545, -1.564], [-1.412, -0.870, -0.988], [1.990, 1.226, -0.245]], "lumo_ev": [-0.142, 0.016], "orbital_gap_ev": [7.925, 8.136], "charge": 0, "spin_multiplicity": 1, "e_above_lowest_kj_mol": 497.77}


{"formula": "C2H9O3", "method": "ωB97M-V with the def2-TZVPD basis set", "species": ["C", "C", "H", "H", "H", "H", "H", "H", "H", "O", "H", "H", "O", "O"], "positions_angstrom": [[-1.433, -0.517, 0.317], [-1.426, 0.018, 1.747], [-0.690, 0.784, 1.989], [2.173, 0.825, -1.736], [-1.504, 0.387, -0.324], [-2.349, -1.089, 0.118], [-2.432, 0.467, 1.848], [-1.412, -0.773, 2.512], [0.498, -0.633, 0.067], [1.555, 0.434, -0.535], [2.454, 0.356, -3.227], [2.166, -0.101, -0.014], [2.721, 1.069, -2.631], [-0.322, -1.226, -0.131]], "lumo_ev": 4.091, "orbital_gap_ev": 8.357, "charge": -1, "spin_multiplicity": 1, "e_above_lowest_kj_mol": 52.03}


{"formula": "C5H5N4O2", "method": "ωB97M-V with the def2-TZVPD basis set", "species": ["C", "C", "H", "N", "N", "N", "O", "H", "C", "O", "C", "H", "N", "H", "H", "C"], "positions_angstrom": [[-0.456, 1.650, -0.054], [1.721, 0.510, -0.049], [1.446, 2.612, -0.026], [1.042, -0.717, -0.100], [-3.297, -0.467, -0.067], [1.866, -1.877, -0.168], [-0.745, -2.078, 0.135], [-0.996, 2.593, -0.059], [-1.220, 0.493, -0.039], [2.956, 0.498, 0.015], [-0.300, -0.951, 0.013], [1.246, -2.639, 0.129], [-2.537, 0.567, -0.069], [-4.271, -0.116, -0.107], [2.633, -1.752, 0.493], [0.913, 1.674, -0.045]], "smiles": "[H]/N=N/c1ccc([O-])n(N)c1=O", "lumo_ev": 4.022, "orbital_gap_ev": 7.429, "charge": -1, "spin_multiplicity": 1, "e_above_lowest_kj_mol": 150.45}


{"formula": "C3H6N4", "method": "ωB97M-V with the def2-TZVPD basis set", "species": ["H", "H", "C", "N", "N", "H", "H", "N", "C", "H", "N", "H", "C"], "positions_angstrom": [[1.580, 1.981, 0.103], [0.988, 1.557, -1.429], [0.182, -0.984, 0.952], [-0.980, 1.119, 0.411], [-1.992, 0.439, 0.127], [-0.567, -1.083, 1.700], [-2.294, -1.387, -0.870], [-1.681, -0.759, -0.382], [1.443, 1.101, -0.509], [1.039, -1.812, 0.993], [-0.327, -0.995, -0.404], [2.317, 0.607, -0.763], [0.290, 0.214, 0.070]], "smiles": "C[C@]12CN1NN=N2", "lumo_ev": 1.120, "orbital_gap_ev": 10.062, "charge": 0, "spin_multiplicity": 1, "e_above_lowest_kj_mol": 412.25}


{"formula": "C3H7N2OS", "method": "ωB97M-V with the def2-TZVPD basis set", "species": ["H", "H", "H", "H", "O", "S", "N", "N", "H", "C", "C", "H", "H", "C"], "positions_angstrom": [[1.598, -0.209, 2.015], [0.952, 1.106, -1.736], [-1.068, 1.113, 1.744], [2.623, 1.298, -0.761], [1.004, 0.093, 1.202], [1.400, -0.754, -0.211], [-2.399, -1.122, -1.371], [-1.567, -0.463, 0.746], [-0.946, -0.471, 2.712], [1.864, 0.665, -1.271], [-1.961, -0.663, -0.405], [-2.909, -0.915, -2.333], [2.421, 0.265, -2.104], [-1.012, 0.058, 1.772]], "lumo_ev": -4.855, "orbital_gap_ev": 8.377, "charge": 1, "spin_multiplicity": 1, "e_above_lowest_kj_mol": 411.30}


| no. | E_tot (eV) |
| --- | --- |
| 1 | -99559.6933 |
| 2 | -11647.3858 |
| 3 | -8362.7863 |
| 4 | -15321.0221 |
| 5 | -9164.5835 |
| 6 | -19077.0345 |